Entry 1:
17
Properties=species:S:1:pos:R:3:forces:R:3:nbo_charge:R:1 method="wB97M-V/def2-TZVPD" lumo_ev=3.05 smiles=C[C@H](CS)NC[O-] de_lowest_kj_mol=379.3 homo_lumo_gap_ev=5.7 charge=-1
C -0.7129 -0.2524 -1.5873 -0.39 -0.63 1.26 -0.649
C -0.0147 0.1436 -0.2110 -0.94 -2.37 -0.46 -0.107
C 1.0644 1.1910 -0.3941 0.69 0.97 1.17 -0.510
S 0.3161 2.8473 -0.2250 0.77 1.60 1.18 -0.106
N 0.4531 -1.1384 0.4605 2.57 1.60 -0.28 -0.667
C -0.2350 -1.4277 1.7831 -1.22 -1.67 -0.78 0.162
O 0.2906 -2.4861 2.3890 -0.47 1.24 -0.29 -0.906
H -1.7566 0.0184 -1.8332 0.61 1.28 0.19 0.195
H -0.0352 -0.1697 -2.4219 0.05 0.05 -0.39 0.191
H -0.9445 -1.2832 -1.3902 0.54 -0.92 -0.24 0.243
H -0.8474 0.4187 0.4609 0.50 0.91 -0.18 0.199
H 1.9659 1.0373 0.2795 -1.49 0.49 -0.02 0.226
H 1.5602 1.4992 -1.2996 -0.11 -1.82 -1.22 0.216
H -0.9449 2.6303 -0.5143 -0.60 -0.63 -0.21 0.121
H 1.4471 -0.9822 0.8012 -1.30 -0.36 -0.78 0.327
H -0.2806 -0.4784 2.3738 0.09 0.12 0.08 0.049
H -1.3256 -1.5676 1.3288 0.68 0.12 0.95 0.016

Entry 2:
17
Properties=species:S:1:pos:R:3:forces:R:3:nbo_charge:R:1 method="wB97M-V/def2-TZVPD" lumo_ev=-4.09 de_lowest_kj_mol=115.7 homo_lumo_gap_ev=10.2 charge=+1
C -0.8585 1.8063 -0.1733 -1.39 1.05 4.16 -0.406
C 0.7156 1.9002 -0.2132 -1.11 0.08 -0.55 -0.502
C -1.2616 0.3447 0.2407 0.03 0.28 -0.79 -0.231
C 1.0892 0.4582 -0.1793 -1.96 -2.59 1.13 0.231
N 0.0059 -0.3314 -0.0603 1.52 0.62 -0.57 -0.493
O -0.0388 -3.1104 0.0494 -0.14 -4.40 -1.29 -0.973
S 2.6367 -0.2837 -0.1501 -0.02 -0.75 -0.26 0.215
H -1.3632 2.4775 0.6824 1.51 -1.10 -1.96 0.245
H -1.3153 2.1368 -1.0594 -0.38 0.14 -1.31 0.240
H 0.9988 2.2620 -1.2012 0.15 0.06 -0.14 0.274
H 1.1875 2.6134 0.4823 -0.15 -0.79 0.10 0.286
H -1.4623 0.2370 1.3124 0.22 0.22 -0.09 0.217
H -2.1629 -0.1403 -0.2501 1.35 0.77 0.03 0.247
H 0.0676 -1.3562 -0.1797 -0.03 0.45 0.21 0.460
H -0.3449 -3.2095 0.9376 -0.36 0.48 1.42 0.483
H -0.1272 -4.1597 -0.1751 0.55 3.80 -0.01 0.521
H 2.2332 -1.6451 -0.0630 0.20 1.66 -0.08 0.186

What did the first record say?
17
Properties=species:S:1:pos:R:3:forces:R:3:nbo_charge:R:1 method="wB97M-V/def2-TZVPD" lumo_ev=3.05 smiles=C[C@H](CS)NC[O-] de_lowest_kj_mol=379.3 homo_lumo_gap_ev=5.7 charge=-1
C -0.7129 -0.2524 -1.5873 -0.39 -0.63 1.26 -0.649
C -0.0147 0.1436 -0.2110 -0.94 -2.37 -0.46 -0.107
C 1.0644 1.1910 -0.3941 0.69 0.97 1.17 -0.510
S 0.3161 2.8473 -0.2250 0.77 1.60 1.18 -0.106
N 0.4531 -1.1384 0.4605 2.57 1.60 -0.28 -0.667
C -0.2350 -1.4277 1.7831 -1.22 -1.67 -0.78 0.162
O 0.2906 -2.4861 2.3890 -0.47 1.24 -0.29 -0.906
H -1.7566 0.0184 -1.8332 0.61 1.28 0.19 0.195
H -0.0352 -0.1697 -2.4219 0.05 0.05 -0.39 0.191
H -0.9445 -1.2832 -1.3902 0.54 -0.92 -0.24 0.243
H -0.8474 0.4187 0.4609 0.50 0.91 -0.18 0.199
H 1.9659 1.0373 0.2795 -1.49 0.49 -0.02 0.226
H 1.5602 1.4992 -1.2996 -0.11 -1.82 -1.22 0.216
H -0.9449 2.6303 -0.5143 -0.60 -0.63 -0.21 0.121
H 1.4471 -0.9822 0.8012 -1.30 -0.36 -0.78 0.327
H -0.2806 -0.4784 2.3738 0.09 0.12 0.08 0.049
H -1.3256 -1.5676 1.3288 0.68 0.12 0.95 0.016